Computed, not measured: a cluster of 7 separate species, C32H58BO13S7 in total at a distorted geometry, with wB97M-V/def2-TZVPD.

## Properties
multiplicity	1
HOMO-LUMO gap	5.11	eV
E_HOMO	-3.8382	eV
net charge	-1

Each line ends with the Löwdin charge.
Atoms and positions in Å:
O: -5.146229 -1.837992 1.116332  -0.1126
C: -4.698224 -3.096897 0.854762  -0.2247
C: -5.567460 -4.448057 1.182666  -0.2130
B: -4.672865 -5.787643 1.517999  -0.9165
S: -5.724661 -7.310859 1.026243  0.4994
C: -3.224994 -3.246300 0.124836  -0.0830
C: -1.858316 -3.081126 1.017721  -0.0193
C: -0.408907 -3.266839 0.270004  -0.0488
C: -0.426136 -3.621516 -1.363460  -0.0571
C: -1.795555 -3.795344 -2.257975  -0.0686
C: -3.236484 -3.589493 -1.493154  -0.0107
H: -6.274540 -4.195377 2.094432  0.1057
H: -6.224554 -4.676110 0.220458  0.0800
H: -4.398089 -5.788301 2.665483  -0.0061
H: -3.672853 -5.886823 0.909035  -0.0050
H: -5.417351 -7.520035 -0.352637  -0.1731
H: -2.006423 -2.853381 2.174711  0.1015
H: 0.600822 -3.156975 0.890398  0.0764
H: 0.615897 -3.750292 -1.889650  0.0345
H: -1.810714 -4.060066 -3.406876  0.0737
H: -4.274825 -3.702432 -2.025929  0.0848
C: -5.663862 2.237855 3.313207  -0.2312
C: -5.453081 1.012521 2.425102  -0.2276
C: -4.481922 1.411957 1.315430  -0.2213
S: -3.462078 2.714948 1.989070  0.6650
O: -3.737230 3.937094 1.263270  -0.3401
O: -2.115817 2.214651 2.183327  -0.3328
C: -4.275348 2.803260 3.572235  -0.2445
H: -6.173419 1.980332 4.246299  0.1146
H: -6.277662 2.976675 2.784215  0.1169
H: -5.018642 0.200630 3.020948  0.1181
H: -6.397328 0.646058 2.010372  0.1184
H: -3.848430 0.573785 1.014308  0.1012
H: -5.010574 1.810881 0.445340  0.1097
H: -4.291002 3.835078 3.927326  0.1032
H: -3.717321 2.172552 4.270706  0.1095
C: 0.056963 5.098052 1.684830  -0.2164
C: -0.945641 6.186368 1.304101  -0.2203
C: -0.192410 7.515302 1.278735  -0.2318
S: 1.504274 7.120494 0.882441  0.6653
O: 2.331813 7.445571 2.025085  -0.3413
O: 1.805017 7.595781 -0.453264  -0.3434
C: 1.287505 5.352568 0.827077  -0.2373
H: -0.348712 4.095891 1.518311  0.1067
H: 0.314324 5.187681 2.746983  0.1225
H: -1.353374 5.974375 0.308235  0.1229
H: -1.787674 6.223072 2.002335  0.1140
H: -0.594771 8.191331 0.520045  0.1031
H: -0.207274 8.002518 2.257546  0.1038
H: 2.183109 4.854289 1.202036  0.0715
H: 1.106889 5.070057 -0.214370  0.1158
C: 5.034016 3.524046 4.989856  -0.2248
C: 5.622219 4.216062 3.761145  -0.2186
C: 5.352096 3.317516 2.555444  -0.2288
S: 3.868750 2.398818 2.939291  0.6737
O: 4.212206 0.997166 3.055673  -0.3161
O: 2.787226 2.864754 2.094506  -0.3256
C: 3.643995 3.062918 4.577604  -0.2290
H: 4.995426 4.194006 5.853739  0.1180
H: 5.652394 2.659267 5.258568  0.1212
H: 5.128773 5.184925 3.617082  0.1210
H: 6.693373 4.407704 3.878618  0.1156
H: 5.192166 3.902068 1.645917  0.1005
H: 6.163673 2.601332 2.400219  0.1050
H: 3.231792 2.297847 5.237709  0.1133
H: 2.954141 3.908923 4.503985  0.1109
C: -8.050899 -6.183483 -4.868936  -0.2360
C: -8.377375 -5.294294 -3.670038  -0.2244
C: -7.927729 -6.036471 -2.412636  -0.2183
S: -6.576762 -7.093252 -2.912399  0.6478
O: -6.990869 -8.472404 -2.762106  -0.3213
O: -5.341770 -6.588245 -2.346524  -0.3470
C: -6.628369 -6.673757 -4.643576  -0.2419
H: -8.143978 -5.640950 -5.814254  0.1115
H: -8.741630 -7.034687 -4.896883  0.1180
H: -7.827990 -4.348993 -3.756747  0.1177
H: -9.443557 -5.051146 -3.624957  0.1127
H: -7.581653 -5.345495 -1.639783  0.0936
H: -8.725096 -6.670657 -2.015541  0.1116
H: -6.374026 -7.546527 -5.247366  0.1065
H: -5.903726 -5.872245 -4.815387  0.1075
C: 5.610650 -2.302912 -2.172908  -0.2296
C: 5.243178 -1.307071 -1.073879  -0.2315
C: 3.765577 -1.512357 -0.744298  -0.2147
S: 3.402822 -3.221111 -1.118769  0.6759
O: 2.467568 -3.262113 -2.223193  -0.3457
O: 3.175073 -3.942281 0.117555  -0.3270
C: 5.022621 -3.636024 -1.734975  -0.2352
H: 6.693164 -2.368738 -2.315936  0.1149
H: 5.161537 -1.987986 -3.122412  0.1220
H: 5.851012 -1.506442 -0.182966  0.1244
H: 5.439556 -0.275008 -1.380763  0.0824
H: 3.558410 -1.319982 0.311444  0.1079
H: 3.125003 -0.884889 -1.370092  0.1109
H: 4.939094 -4.357167 -2.549812  0.1091
H: 5.595167 -4.066298 -0.907870  0.1094
C: 5.987791 3.510633 -2.648971  -0.2219
C: 7.252547 4.123036 -2.049011  -0.2201
C: 8.228444 2.980647 -1.772168  -0.2258
S: 7.845295 1.698325 -2.955597  0.6804
O: 7.343449 0.544925 -2.238694  -0.3236
O: 8.921980 1.603268 -3.921085  -0.3256
C: 6.466917 2.535383 -3.713901  -0.2309
H: 5.327671 4.274052 -3.070944  0.1218
H: 5.431916 2.973963 -1.870878  0.1192
H: 7.696581 4.821224 -2.768944  0.1198
H: 7.035521 4.686810 -1.136347  0.1142
H: 9.266225 3.297474 -1.903128  0.1057
H: 8.088332 2.568832 -0.768950  0.1039
H: 5.705119 1.811021 -4.007066  0.1121
H: 6.841098 3.066273 -4.594349  0.1112

Atoms 1-3, force components in eV/Å:
2.7179 -6.7929 -1.2998
-1.6641 4.1392 0.5917
-0.3402 2.1375 -0.5155

Computed, not measured: a structure of composition C33H28CrN6O7S3, with wB97M-V/def2-TZVPD.

## Properties
<S²>	0.812
multiplicity	2
HOMO-LUMO gap (spin up / spin down)	7.16 / 6.50	eV
E_HOMO (spin up / spin down)	-4.8684 / -4.2059	eV
net charge	-1

Each line ends with the Löwdin charge.
Atoms and positions in Å:
Cr: -0.050999 0.302020 -0.375794  0.7604
O: -0.004921 -0.540520 3.597744  0.0459
C: -0.150766 -0.437981 2.388340  -0.5857
O: 0.462662 0.346564 1.587877  -0.0937
C: -1.198838 -1.318779 1.714139  -0.1819
C: -1.937317 -2.241202 2.436628  -0.0066
C: -2.874894 -3.009165 1.772326  -0.0513
C: -3.066551 -2.810553 0.410697  -0.0547
C: -2.298714 -1.862271 -0.236848  -0.1313
N: -1.371658 -1.142597 0.398852  0.0047
H: -1.718751 -2.350039 3.488766  0.1227
H: -3.440376 -3.766765 2.299181  0.1138
H: -3.782048 -3.396882 -0.148902  0.1074
H: -2.394442 -1.684377 -1.302173  0.1265
C: 4.542205 6.282370 2.807779  -0.0618
C: 3.972625 5.353033 1.769009  -0.2823
C: 3.313315 4.183365 2.137996  -0.0310
C: 2.786672 3.327716 1.183408  -0.0298
C: 2.909376 3.651474 -0.160188  -0.2741
C: 3.562486 4.807876 -0.549387  -0.0617
C: 4.094022 5.651232 0.414722  -0.0498
S: 2.270611 2.491259 -1.360471  0.6121
O: 3.017780 1.287059 -1.137298  -0.2870
O: 2.353508 3.128034 -2.654474  -0.3121
N: 0.754299 2.250173 -0.871413  -0.1613
C: -0.106996 3.318373 -0.818822  -0.2441
C: 0.118570 4.614590 -1.266062  -0.0210
C: -0.816351 5.641355 -1.053768  -0.0815
C: -2.006759 5.420353 -0.421653  -0.0690
C: -2.316144 4.104758 -0.010708  -0.1610
C: -3.538666 3.770918 0.607270  -0.0173
C: -3.795733 2.475537 0.946530  -0.0467
C: -2.831898 1.496638 0.655551  -0.0988
N: -1.675653 1.766815 0.093040  0.0793
C: -1.390011 3.059556 -0.228266  -0.1279
H: 4.381174 5.893455 3.812780  0.0695
H: 4.076725 7.268419 2.750044  0.0763
H: 5.616239 6.419433 2.667292  0.0759
H: 3.210197 3.937137 3.188478  0.1110
H: 2.271443 2.417344 1.470823  0.1152
H: 3.648634 5.034776 -1.604605  0.1096
H: 4.608064 6.557015 0.111128  0.1082
H: 1.020307 4.849699 -1.805639  0.0865
H: -0.568563 6.634809 -1.408848  0.1014
H: -2.720569 6.215587 -0.247441  0.0998
H: -4.259697 4.556934 0.800863  0.1132
H: -4.720674 2.182224 1.423649  0.1019
H: -3.031762 0.462994 0.899611  0.1027
C: 2.441488 -1.556093 -0.610183  -0.0213
C: 1.014843 -1.277956 -1.038675  -0.5221
O: 0.780402 -0.343142 -1.952535  -0.1932
H: 3.106194 -1.492142 -1.476711  0.0865
H: 2.517452 -2.543862 -0.159339  0.0543
H: 2.767404 -0.816731 0.117915  0.0700
N: 5.127104 -7.895924 0.511143  0.0830
C: 3.930878 -7.199833 0.710726  -0.3270
C: 3.951504 -5.894087 1.208890  -0.0288
C: 2.772104 -5.216470 1.442025  -0.0561
C: 1.553430 -5.833314 1.182047  -0.2886
C: 1.520215 -7.127741 0.694275  -0.0607
C: 2.704377 -7.810736 0.462307  -0.0375
S: 0.053538 -4.935036 1.472046  0.5669
O: -1.025655 -5.753294 0.951232  -0.3842
O: 0.012187 -4.572397 2.858986  -0.2869
N: 0.264404 -3.594484 0.614287  -0.0579
C: 0.036944 -3.609240 -0.678864  -0.6079
S: -0.736613 -4.870578 -1.632162  1.0651
C: -0.610922 -3.893227 -3.059649  -0.3882
C: -0.037589 -2.715119 -2.788738  -0.1558
N: 0.336337 -2.559478 -1.467299  -0.0248
H: 5.927597 -7.305803 0.348706  0.0823
H: 5.068624 -8.636498 -0.169450  0.0808
H: 4.901119 -5.411426 1.408754  0.1104
H: 2.787100 -4.202798 1.822546  0.1201
H: 0.563658 -7.588972 0.488133  0.1089
H: 2.678677 -8.824620 0.079175  0.1060
H: -0.966138 -4.237844 -4.015404  0.0581
H: 0.167575 -1.894720 -3.455645  0.1278

Atoms 1-3, force components in eV/Å:
-0.3649 -0.1086 -0.7327
-0.0086 0.0544 0.0060
-0.0077 -0.0524 -0.0147